DFT (wB97M-V/def2-TZVPD) results for C43H46I2N7O14S as an isolated structure.

Each line ends with the Löwdin charge.
Geometry (Å):
H -0.112 -2.333 -1.036  0.08
H -2.936 0.787 -3.094  0.13
C -6.231 -0.406 5.340  -0.06
H -2.397 1.118 4.081  0.10
C -4.219 -1.596 -3.678  -0.07
C 8.151 1.829 -0.250  -0.06
H -1.726 5.063 5.567  0.11
O -3.300 0.651 1.880  0.08
O -2.246 -0.774 6.273  0.06
C -1.043 0.558 -4.112  -0.12
H -2.406 3.921 -6.259  0.08
C 1.054 0.946 -3.066  -0.08
C -2.011 3.030 4.950  -0.05
O -3.539 -3.495 -2.385  0.11
C -0.312 0.732 -2.949  -0.12
H 6.077 1.288 -0.162  0.09
H -5.062 -1.683 8.791  0.12
C 0.441 -6.274 3.483  0.00
H -1.188 2.821 -1.979  0.10
H -6.561 -0.051 4.373  0.11
C 7.314 4.035 -1.671  -0.15
C -1.214 0.413 -6.553  -0.45
H -1.506 2.843 -5.160  0.06
C 1.952 1.172 -1.846  -0.52
C -2.874 4.107 2.533  0.00
C -5.387 -1.326 7.825  0.00
N -3.035 -1.108 7.137  -0.35
H 3.531 -4.937 3.036  0.12
N 1.066 -4.265 2.214  -0.33
H -3.207 4.527 1.595  0.12
O 5.673 5.321 -2.645  0.07
N 6.867 5.198 -2.449  -0.36
C -2.039 4.406 4.766  -0.06
C -0.559 -0.212 -0.734  -0.42
H -2.019 -1.719 -3.467  0.10
C -2.538 0.342 -4.000  -0.08
C 1.434 -5.413 3.048  -0.14
C 8.663 3.870 -1.412  -0.01
H -4.611 -2.203 -4.499  0.13
C -2.419 2.188 3.930  0.00
C -4.471 -0.973 6.850  -0.14
O 1.960 -3.536 1.814  0.03
C -6.741 -1.219 7.548  -0.06
O 2.157 2.310 -1.513  0.15
C -2.777 -1.201 -4.052  -0.14
C -4.877 -0.508 5.612  0.00
H -0.595 -6.104 3.228  0.12
H -2.188 -0.019 -6.362  0.06
C 2.446 -1.126 -1.925  -0.15
H -2.486 6.016 3.418  0.11
H 9.388 4.591 -1.762  0.12
H -0.715 -0.281 -7.227  0.06
H -2.197 2.147 -0.726  0.06
C 2.764 -5.616 3.375  0.00
H 3.595 -2.533 1.298  0.04
C -4.246 -2.522 -2.466  -0.51
C -0.275 4.233 -6.252  -0.14
H 10.133 2.617 -0.490  0.11
C -1.506 3.316 -6.145  -0.50
H -0.228 4.797 -5.313  0.08
C 1.668 0.985 -4.311  -0.63
C 6.800 2.012 -0.510  -0.06
O -5.109 -2.262 -1.446  0.12
H -2.591 -1.500 -5.088  0.11
H -1.814 -1.857 -1.485  0.05
H -8.220 -0.688 6.089  0.11
I 1.825 0.937 -7.324  1.04
O 5.211 -0.910 -0.710  0.07
H -3.009 0.755 -4.894  0.11
H 8.481 0.958 0.302  0.11
O 0.112 0.122 0.210  0.13
C 4.288 -1.523 -0.224  -0.51
C -2.467 4.943 3.558  -0.06
H -1.296 -1.940 0.177  0.10
N -1.035 0.734 -1.723  -0.04
H 0.659 3.683 -6.357  0.03
C -2.850 2.737 2.734  -0.15
N 4.123 -1.672 1.160  0.17
H -5.878 -1.783 -1.781  0.12
H -4.895 -0.744 -3.572  0.12
H 2.465 -2.628 -0.426  0.09
N -3.301 1.845 1.665  -0.34
H 4.142 -6.886 4.408  0.11
H -0.403 4.980 -7.036  0.08
H 2.395 -8.451 5.180  0.11
I 3.746 1.304 -4.444  1.08
C 9.081 2.760 -0.696  -0.06
N -0.451 0.597 -5.314  -0.07
H -0.409 2.383 -0.455  0.10
O 2.493 0.123 -1.221  0.03
H -4.159 -0.229 4.854  0.10
C -0.963 -1.686 -0.833  0.05
H -1.674 2.613 5.889  0.11
H 2.952 -1.051 -2.890  0.09
H -7.468 -1.494 8.299  0.11
C 2.123 -7.591 4.582  -0.06
C 3.212 -2.174 -1.087  -0.05
H 5.322 3.261 -1.423  0.11
S -1.561 2.007 -7.420  0.86
H 5.052 -1.843 1.538  0.11
H 0.029 -8.055 4.595  0.11
H 1.435 -1.516 -2.037  0.10
H 3.582 -2.968 -1.736  0.14
C -7.163 -0.764 6.306  -0.07
C 0.879 0.823 -5.424  -0.64
C 0.793 -7.370 4.253  -0.06
C -1.194 2.097 -1.157  0.00
C 6.375 3.122 -1.222  0.00
O -3.654 2.345 0.609  0.03
O -0.105 -4.100 1.959  0.10
C 3.107 -6.713 4.147  -0.06
O -2.717 -1.550 8.220  0.09
O 7.714 5.964 -2.858  0.08

## Properties
Molecular weight = 1170.8 g mol⁻¹
Frontier orbital gap = 7.183 eV
Total charge = +1
E_HOMO = -11.1 eV

---

DFT (wB97M-V/def2-TZVPD) results for a 6-piece molecular cluster, C43H47BIN2O25 overall.

Each line ends with the Löwdin charge.
Geometry (Å):
C -1.356 7.978 5.161  0.07
C -4.331 2.761 -1.373  -0.30
C -3.820 1.160 4.346  -0.35
C -0.176 -0.564 1.830  -0.40
O 3.893 -8.779 -1.598  0.09
C -6.725 1.444 -0.539  -0.31
N -3.815 -2.877 -0.155  -0.05
H -0.716 -0.972 3.857  0.13
O 7.389 -14.018 -2.009  0.12
H -2.549 0.223 2.396  0.11
C -1.919 0.636 3.173  -0.16
O 4.748 -7.088 -3.423  0.09
H 8.320 -8.463 -3.254  0.13
O 1.619 4.072 1.012  -0.18
O -1.554 0.221 0.110  -0.04
H -1.129 7.255 8.786  0.12
C -5.734 7.272 -4.152  -0.23
C 9.109 -12.637 -2.915  -0.32
C -0.600 -0.090 3.232  -0.07
H 2.140 0.494 2.623  0.08
H 3.143 -5.204 -4.323  0.13
C -4.297 6.851 -4.323  -0.29
O -6.569 6.304 -3.809  0.13
C -6.122 8.542 -4.339  0.07
C 2.741 -5.858 -3.563  0.07
H 5.929 -11.813 -1.732  0.14
O -0.318 6.789 8.509  0.12
C 3.573 -0.640 1.457  -0.29
H 3.728 -2.306 0.279  0.06
C -3.354 -1.506 0.128  -0.24
C 7.728 -12.778 -2.330  -0.24
H 3.307 -0.211 0.496  0.09
H 8.157 -14.574 -2.238  0.12
H -2.296 7.527 -4.853  0.14
H -4.004 -3.008 -1.133  0.03
C -3.713 9.112 -4.910  -0.24
C 0.742 6.424 6.449  0.08
H -0.160 -4.871 -2.983  0.04
C 1.145 -1.322 1.898  -0.12
C 1.695 1.897 -0.167  -0.15
O 6.729 -9.386 -2.402  0.11
O -0.293 7.625 3.101  0.12
H 4.419 -0.096 1.871  0.10
O -2.890 10.085 -5.274  0.11
I -0.680 -2.421 -1.454  0.81
H -3.764 -1.215 1.096  0.08
O -5.480 3.423 -3.362  0.08
C 3.052 -7.833 -2.003  -0.24
H -3.459 2.082 0.500  0.13
H -1.743 1.681 2.912  0.12
C 1.386 3.609 2.317  -0.11
C 7.382 -10.403 -2.536  -0.29
B -1.757 -1.224 0.201  -1.19
H 4.725 -8.645 -2.097  0.07
C 1.809 -7.706 -1.525  0.07
C -5.143 9.542 -4.718  -0.32
H 0.500 7.138 2.806  0.12
H 1.344 -1.805 0.947  0.08
H 10.545 -11.230 -3.749  0.13
H 0.250 0.740 -1.279  0.11
H -6.052 5.475 -3.734  0.10
H 1.110 3.823 -0.895  0.12
O -4.039 5.683 -4.115  0.11
H -7.602 2.136 -2.413  0.13
H -3.980 1.722 3.415  0.13
H 1.753 4.364 3.004  0.06
O 9.082 -9.028 -3.484  0.13
C 0.741 6.645 5.013  -0.30
H -7.148 8.859 -4.218  0.13
C -6.701 2.143 -1.817  0.08
H 2.267 1.968 -1.090  0.11
H 1.405 -8.369 -0.773  0.13
C 6.921 -11.724 -2.153  0.08
H -6.453 0.420 1.504  0.13
C 1.007 3.256 0.025  -0.21
O -2.221 8.164 7.348  0.10
O 1.585 6.211 4.254  0.10
O -5.402 10.718 -4.897  0.10
O -1.150 -1.551 1.486  -0.02
C -4.362 2.084 -0.092  0.08
C -0.370 7.464 4.412  -0.23
H 1.925 2.685 2.534  0.07
H -2.159 8.566 4.740  0.13
C 3.601 -6.903 -3.053  -0.32
O -2.592 0.637 4.463  0.01
H -3.125 -3.553 0.125  0.03
C 9.559 -11.318 -3.316  0.07
H 3.530 -2.666 1.845  0.06
O 9.777 -13.648 -3.023  0.10
H 2.706 -0.976 3.343  0.11
C 8.751 -10.263 -3.143  -0.23
H -0.449 1.514 1.293  0.11
O -4.702 1.056 5.173  0.06
H 1.549 5.844 6.871  0.14
H -3.756 -0.839 -0.632  0.09
H 2.427 1.721 0.615  0.08
O -5.568 0.824 1.459  0.11
O -0.191 -6.466 -1.642  0.11
H 0.321 3.449 2.504  0.09
H 1.343 -0.210 -0.323  0.07
H -4.566 3.776 -3.403  0.09
C 0.748 0.697 -0.318  -0.13
C -0.243 6.940 7.194  -0.24
H 0.948 -2.134 2.593  0.12
O -7.697 0.851 -0.115  0.11
C 2.377 -0.544 2.396  -0.18
C -5.582 2.762 -2.210  -0.22
C -5.483 1.466 0.306  -0.24
H -0.063 3.168 0.214  0.11
C -0.344 0.579 0.751  -0.24
C 1.491 -5.722 -3.086  -0.24
O 0.665 -4.788 -3.506  0.05
H -3.437 10.891 -5.330  0.12
O -3.359 3.339 -1.821  0.12
N 3.992 -2.032 1.211  0.00
C 0.946 -6.643 -2.022  -0.31
C -3.320 7.846 -4.722  0.08
C -1.364 7.745 6.592  -0.32
H 0.165 0.542 3.686  0.12

## Properties
Molecular weight = 1129.6 g mol⁻¹
Frontier orbital gap = 4.688 eV
Total charge = -1
E_HOMO = -5.2 eV

---

DFT (wB97M-V/def2-TZVPD) results for C43H47GeN4PdSSe2 as an isolated structure.

Each line ends with the Löwdin spin population.
Geometry (Å):
C 1.765 -3.607 0.826  0.00
C 4.015 0.455 4.782  0.00
H -1.043 2.249 0.667  0.00
H 0.801 3.240 1.259  0.00
N -1.467 1.269 2.429  0.02
H -5.914 2.460 -2.528  0.00
H 4.571 0.801 5.651  0.00
H 1.653 1.789 0.674  0.00
H 2.538 -5.595 0.587  0.00
C 2.945 0.723 -1.030  0.00
C -0.799 2.205 -4.731  0.00
Se -2.120 -0.241 4.764  0.08
H 3.558 3.376 -2.670  0.00
C -2.061 -2.341 -2.027  0.02
H -2.393 -6.071 -3.110  0.00
H 5.251 -1.280 4.476  0.00
H 0.623 1.834 -1.358  0.00
C -0.670 -4.736 1.255  0.00
C -4.433 -0.244 -0.206  0.00
H 4.729 2.399 -1.782  0.00
C -1.054 -0.545 -4.389  0.00
H -4.035 -1.004 0.453  0.00
H -6.325 -0.201 0.810  0.00
H -0.154 -0.200 3.049  0.01
H 5.851 -0.756 -0.518  0.00
C -1.746 2.213 1.474  0.00
S 1.833 -0.568 -1.235  0.02
H -0.152 -5.015 -2.957  0.00
C -1.042 -4.441 -2.719  0.00
H -0.258 1.753 -6.763  0.00
C 0.417 -5.558 1.013  0.00
H -3.014 3.721 0.719  0.00
C -6.264 1.196 -0.825  0.00
H -4.414 -4.737 -2.591  0.00
C -2.380 1.036 3.440  0.01
C 4.401 -0.705 4.126  0.00
C -1.165 1.677 -3.497  0.00
H 1.257 3.489 -1.370  0.00
H -0.339 3.173 3.433  0.00
C -3.523 1.872 3.493  0.00
Se -1.918 -2.129 1.422  0.04
C -1.289 0.294 -3.297  0.01
H -1.665 -5.133 1.411  0.00
C 2.573 -0.395 2.576  0.01
H 2.719 -3.113 0.666  0.00
H 0.058 -2.669 -2.245  0.00
C -4.205 1.230 -2.087  0.00
C -2.838 3.013 1.520  0.00
C 0.489 2.571 3.802  0.02
C -2.298 -5.033 -2.809  0.00
C -0.929 -3.114 -2.318  0.01
Pd -0.193 -0.559 0.301  0.23
H 0.290 -6.635 0.975  0.00
C -3.745 2.860 2.577  0.00
C 2.162 0.769 3.237  0.00
Ge -1.813 -0.429 -1.531  0.04
C 3.666 -1.129 3.024  0.00
H -4.206 1.703 4.314  0.00
H 0.147 2.024 4.686  0.00
N 2.705 1.997 -1.369  0.00
C 4.777 1.406 0.453  0.00
H -0.707 3.278 -4.860  0.00
C 0.979 1.605 2.716  0.04
H -4.612 3.506 2.662  0.00
H 2.618 2.063 4.905  0.00
C 2.904 1.176 4.346  0.00
H -0.518 -0.691 -6.464  0.00
H 2.019 -0.749 1.725  0.01
H -3.637 1.617 -2.926  0.00
C -5.731 0.211 0.000  0.00
H 1.278 3.265 4.103  0.00
C 1.501 2.441 1.532  0.01
C -0.551 1.350 -5.800  0.00
C -3.312 -2.946 -2.141  0.00
C 4.763 -0.848 -0.503  0.00
C -5.500 1.702 -1.871  0.00
H 1.298 2.485 -2.840  0.00
C 1.663 -4.986 0.788  0.00
H 3.878 3.726 -0.969  0.00
C -3.431 -4.283 -2.516  0.00
H 5.784 1.715 0.167  0.00
H 4.827 0.890 1.413  0.00
C -0.691 -0.022 -5.628  0.00
H -4.209 -2.370 -1.937  0.00
H 3.946 -2.047 2.513  0.00
N 4.197 0.499 -0.544  0.00
C -0.174 0.608 2.343  0.38
C 3.784 2.926 -1.704  0.00
H 4.442 -1.423 -1.361  0.00
C -3.646 0.253 -1.252  0.00
H 4.468 -1.379 0.404  0.00
H -1.377 2.359 -2.675  0.00
C 1.390 2.475 -1.755  0.00
H 2.457 2.910 1.793  0.00
H -7.273 1.561 -0.659  0.00
N 0.723 -2.803 1.059  0.00
C -0.473 -3.355 1.249  0.00
H -1.161 -1.618 -4.278  0.00
H 4.155 2.285 0.584  0.00

## Properties
Molecular weight = 988.9 g mol⁻¹
<S²> = 0.765
Frontier orbital gap (spin up / spin down) = 5.713 / 5.423 eV
Spin multiplicity = 2
Total charge = 0
E_HOMO (spin up / spin down) = -6.6 / -6.6 eV
ΔE to the lowest compared entry with this formula, charge and spin = 0.0 kcal/mol

---

DFT (wB97M-V/def2-TZVPD) results for C43H47GeN5O14P2Ta as an isolated structure.

Each line ends with the Löwdin charge.
Geometry (Å):
O 0.637 0.628 4.468  -0.08
H 4.374 1.336 5.205  0.09
H -4.776 5.026 5.433  0.10
H -2.230 0.306 7.101  0.10
C -0.092 -1.966 -6.406  -0.25
O -2.710 3.669 6.712  -0.10
O 4.450 6.671 -1.621  0.06
H 1.552 -5.257 -9.313  0.12
C -1.170 0.566 -4.188  -0.09
C -0.603 -0.561 -4.861  -0.15
H -5.209 3.660 4.326  0.08
H 0.336 -6.216 -11.416  0.10
C -0.028 -2.657 -7.645  -0.17
C 3.354 -0.437 4.741  -0.19
C 1.873 -0.391 -0.585  -0.14
C 1.153 -0.232 3.646  -0.44
H -5.547 -2.526 2.214  0.04
H -2.609 3.212 -1.868  0.09
C 0.369 2.882 1.297  -0.53
O -1.195 3.269 3.752  -0.36
H -1.067 -2.111 -10.808  0.12
C -0.525 -2.571 -10.003  0.01
C 0.966 -4.316 -9.195  -0.01
H -4.943 -2.173 3.870  0.01
C -2.180 1.369 -4.687  0.00
C -2.211 2.527 -2.581  -0.13
H 0.818 -2.659 2.241  0.06
H 5.107 -0.767 5.931  0.12
O 2.575 7.700 -2.222  0.08
O -0.871 2.693 1.285  -0.08
H 1.247 -4.014 3.340  0.11
C -0.673 -2.042 -8.736  -0.01
O 0.289 -4.130 -11.565  -0.09
H 6.173 -3.974 4.910  0.09
P -3.424 1.262 5.447  0.92
C 2.483 3.889 0.432  0.02
C 2.425 -1.539 -1.178  -0.06
C -0.737 0.806 -2.862  -0.17
H -0.719 4.865 -0.149  0.13
H 5.069 -4.195 6.316  0.10
H -1.925 5.530 5.648  0.13
H -1.537 -0.284 0.819  0.00
C 0.835 -3.754 -7.923  -0.02
H 2.218 -0.048 0.388  0.09
H 1.926 -5.476 -11.754  0.08
C 4.352 -1.241 5.308  0.01
H -2.065 -3.267 0.068  0.01
C 1.659 -3.177 2.719  -0.05
N 0.853 0.256 -1.111  0.11
C 3.477 -3.152 4.170  0.00
N 3.194 6.799 -1.594  -0.30
C 0.899 -1.141 -3.049  -0.06
H -2.397 1.260 -5.746  0.12
C -4.790 3.922 5.311  -0.09
C 3.324 1.013 5.145  -0.03
C -4.841 -1.883 2.804  -0.22
H 2.359 -2.737 -2.957  0.10
H -3.339 3.143 -4.358  0.11
P -2.356 4.120 4.130  0.49
C 0.379 4.828 -0.228  0.01
H -2.319 -3.995 3.510  0.08
C 2.454 -2.373 3.636  -0.21
C 4.449 -2.598 5.013  -0.24
O -2.075 5.548 4.670  -0.06
O -2.115 -2.286 4.767  -0.17
C -3.356 3.338 5.465  -0.58
H -5.229 -0.849 2.744  0.01
H 3.518 -4.217 3.921  0.14
C 2.366 -1.018 3.957  -0.05
Ge -2.959 -1.903 2.120  0.88
H -3.497 -4.085 0.868  0.02
C -2.630 2.429 -3.913  -0.05
H 2.278 -3.621 1.914  0.10
H 0.665 -5.505 -13.037  0.10
C 0.442 -1.343 -4.347  -0.16
N 0.779 -2.227 -5.333  0.18
O -3.345 4.395 2.941  -0.09
H 6.227 -2.800 6.208  0.09
H -3.060 -2.324 5.083  0.09
C 2.431 5.861 -0.888  -0.16
H -5.414 3.494 6.104  0.09
Ta -0.836 1.255 2.997  2.02
H 2.826 1.703 4.458  0.07
H -2.061 2.936 6.893  0.09
C 1.073 3.868 0.474  -0.12
C 0.857 -5.403 -11.949  -0.06
H 1.367 -4.217 -7.096  0.10
H 4.258 4.962 -0.302  0.14
C 5.528 -3.448 5.631  -0.04
N -1.279 1.718 -2.068  0.12
C 1.047 5.872 -0.883  0.05
H -1.293 -1.195 -8.510  0.11
O -2.531 1.201 6.827  -0.30
N -0.922 -0.954 -6.146  0.18
H -0.949 -2.931 3.218  0.04
C 1.945 -1.903 -2.411  0.00
H 0.531 6.689 -1.401  0.13
C -2.025 -2.938 3.510  -0.37
C 0.362 0.002 -2.316  -0.13
H 2.836 1.123 6.121  0.10
H -2.884 4.696 2.108  0.14
H 1.553 -2.901 -5.376  0.16
H 2.988 3.074 0.932  0.13
C -2.094 -0.091 1.756  -0.38
O 0.448 -0.377 2.550  -0.15
O -2.316 1.000 4.325  -0.64
H -3.723 -2.666 -0.261  0.03
C 0.264 -3.719 -10.260  -0.26
C -3.066 -3.150 0.503  -0.20
H -2.915 0.595 1.480  0.01
H 3.253 -2.085 -0.711  0.11
C 3.159 4.855 -0.232  0.03
O 1.037 2.194 2.169  -0.09

## Properties
Molecular weight = 1173.4 g mol⁻¹
Frontier orbital gap = 5.385 eV
Total charge = +1
E_HOMO = -9.1 eV
ΔE to the lowest compared entry with this formula, charge and spin = 57.0 kcal/mol